Entry 1:
Formula: C4H5ClN2O2S
Source: the Open Molecules 2025 dataset
Level of theory: ωB97M-V with the def2-TZVPD basis set

Values from the calculation:
Energy relative to the best compared isomer or geometry (same formula, charge and spin) = 64.9 kcal/mol
HOMO (alpha / beta) = -9.56 / -9.56 eV
F_max = 3.677 eV/A
Electronic energy = -34658.112 eV

The geometry in ORCA input format:
```
! RIJCOSX wB97M-V def2-TZVPD def2/J DEFGRID3
* xyz 0 1
C -2.614 0.272 0.754
C -1.314 0.258 1.135
C -1.527 -0.783 -0.769
C 2.409 1.029 -0.741
N -2.717 -0.292 -0.513
N -0.639 -0.510 0.186
O 1.541 -1.087 1.542
O 1.366 -1.740 -0.890
S 1.092 -0.835 0.204
Cl 3.774 1.255 0.234
H -3.415 1.031 0.929
H -0.734 0.597 2.070
H -1.425 -1.492 -1.581
H 1.471 1.680 -0.882
H 2.733 0.615 -1.679
*
```

These are the natural (NBO) partial charges, in e, on atoms 1 to 2: C -0.105; C -0.108

=====

Entry 2:
Formula: C25H61BN3O18
Source: the Open Molecules 2025 dataset
Level of theory: ωB97M-V with the def2-TZVPD basis set

Values from the calculation:
HOMO = -6.71 eV
F_max = 1.381 eV/A
Electronic energy = -68919.739 eV

The geometry in ORCA input format:
```
! RIJCOSX wB97M-V def2-TZVPD def2/J DEFGRID3
* xyz -1 1
O -2.112 6.160 2.105
C -1.938 5.042 1.704
O -0.945 4.618 0.954
B -1.043 3.141 0.767
O -2.332 2.784 1.351
C -2.846 3.815 2.010
O -3.791 3.794 2.734
O 0.100 2.477 1.434
C 0.833 1.848 0.533
O 1.792 1.154 0.704
C 0.188 2.107 -0.846
O -0.923 2.788 -0.657
O 0.581 1.700 -1.904
C 5.018 3.207 1.130
O 5.672 3.904 2.181
H 5.722 2.643 0.507
H 4.318 2.483 1.541
H 4.466 3.882 0.467
H 6.482 4.279 1.828
C 4.698 -0.534 0.128
O 5.859 -0.042 -0.555
H 3.992 -0.946 -0.602
H 5.023 -1.376 0.736
H 4.195 0.243 0.700
H 5.548 0.629 -1.170
C -5.016 2.054 5.387
O -4.810 1.943 6.788
H -4.193 1.571 4.861
H -5.903 1.453 5.145
H -5.176 3.050 4.980
H -4.845 2.815 7.188
C 0.731 7.836 3.144
O 0.156 6.795 3.915
H 1.148 7.474 2.199
H 0.011 8.638 2.958
H 1.566 8.256 3.709
H -0.625 6.499 3.431
C 2.285 1.296 -4.900
O 2.767 1.619 -3.605
H 1.678 2.109 -5.315
H 3.149 1.198 -5.559
H 1.730 0.354 -4.873
H 1.998 1.692 -3.019
C 1.665 -1.496 -2.072
O 0.369 -1.601 -2.624
C -0.698 -1.497 -1.687
C -0.920 -2.830 -0.991
N -1.499 -3.794 -1.936
C -1.432 -5.154 -1.486
C -0.053 -5.712 -1.195
O 0.809 -5.403 -2.283
C 2.150 -5.532 -1.931
H 2.252 -0.942 -2.803
H 2.112 -2.446 -1.758
H 1.673 -0.881 -1.158
H -1.559 -1.208 -2.291
H -0.502 -0.722 -0.939
H -1.585 -2.705 -0.129
H 0.049 -3.162 -0.588
H -0.940 -3.685 -2.779
H -1.986 -5.826 -2.152
H -2.038 -5.283 -0.575
H -0.076 -6.808 -1.092
H 0.349 -5.336 -0.246
H 2.792 -5.264 -2.771
H 2.411 -6.565 -1.650
H 2.431 -4.883 -1.090
C -1.475 0.211 5.441
O -2.134 -0.730 4.640
C -2.289 -0.306 3.301
C -0.985 -0.391 2.517
N -0.287 -1.641 2.722
C 0.963 -1.699 1.998
C 1.601 -3.049 2.165
O 1.880 -3.305 3.522
C 1.904 -4.667 3.805
H -1.576 -0.081 6.488
H -1.935 1.205 5.361
H -0.398 0.292 5.243
H -2.587 0.749 3.295
H -3.058 -0.915 2.832
H -0.353 0.470 2.788
H -1.232 -0.159 1.470
H -0.118 -1.706 3.719
H 1.691 -0.920 2.288
H 0.815 -1.506 0.934
H 2.535 -3.126 1.585
H 0.912 -3.790 1.730
H 2.063 -4.819 4.870
H 2.686 -5.185 3.227
H 0.959 -5.165 3.539
C -1.295 -1.369 -6.169
C -2.400 -0.813 -5.291
C -2.161 0.658 -4.958
O -2.982 0.992 -3.859
C -2.760 2.315 -3.427
N -3.671 -0.947 -6.009
H -1.238 -0.882 -7.147
H -1.392 -2.444 -6.346
H -0.302 -1.245 -5.723
H -2.407 -1.368 -4.343
H -2.368 1.287 -5.828
H -1.108 0.724 -4.645
H -2.892 3.084 -4.202
H -1.754 2.395 -3.010
H -3.501 2.559 -2.666
H -4.456 -0.551 -5.514
H -3.878 -1.880 -6.328
*
```

These are the Mulliken partial charges, in e, on atoms 1 to 2: O -0.710; C 0.691

=====

Entry 3:
Formula: C2H4N2
Source: the Open Molecules 2025 dataset
Level of theory: ωB97M-V with the def2-TZVPD basis set

Values from the calculation:
Energy relative to the best compared isomer or geometry (same formula, charge and spin) = 65.7 kcal/mol
HOMO = -10.02 eV
F_max = 1.457 eV/A
Electronic energy = -5116.113 eV

The geometry in ORCA input format:
```
! RIJCOSX wB97M-V def2-TZVPD def2/J DEFGRID3
* xyz 0 1
N -0.850 -0.477 0.253
C -0.277 0.727 0.126
C 1.645 0.032 -0.273
N 1.714 -0.903 -0.977
H -0.378 -1.163 -0.324
H -1.155 -0.801 1.160
H -0.563 1.461 0.890
H -0.102 1.118 -0.857
*
```

These are the natural (NBO) partial charges, in e, on atoms 1 to 2: N -0.739; C 0.020